1.
40
Properties=species:S:1:pos:R:3:forces:R:3:nbo_charge:R:1 method="wB97M-V/def2-TZVPD" homo_lumo_gap_ha="0.238 / 0.243" spin_multiplicity=5 e_above_lowest_kj_mol=0.0 lumo_energy_ha="-0.2473 / -0.4303" e_homo_ev="-13.2001 / -18.3299" total_charge=+2
Pd -0.055 0.248 -0.823 1.862 1.132 -1.133 0.54
H -1.340 0.343 -3.612 -0.032 0.156 0.058 0.01
H -1.558 1.015 -3.359 0.070 -0.143 -0.052 0.01
P 0.982 -1.748 -1.324 2.224 -3.513 0.071 1.21
P -0.412 2.343 0.113 -0.058 3.517 2.532 1.23
C -1.782 2.485 1.303 -0.215 -0.748 -0.138 -0.97
H -1.829 3.524 1.658 0.084 -0.183 -0.164 0.29
H -2.729 2.221 0.821 0.091 0.069 0.208 0.27
H -1.585 1.817 2.151 -0.127 0.244 -0.165 0.26
C 0.978 3.035 1.056 0.357 -0.599 -0.296 -0.97
H 1.850 3.121 0.400 -0.051 0.042 0.215 0.27
H 0.694 4.028 1.430 -0.026 -0.224 -0.117 0.28
H 1.198 2.350 1.885 0.039 0.351 -0.183 0.28
C -0.820 3.595 -1.138 0.120 -0.930 -0.880 -0.97
H -1.762 3.313 -1.625 0.170 0.220 0.023 0.27
H -0.924 4.576 -0.655 0.069 -0.302 0.136 0.30
H -0.020 3.623 -1.886 -0.202 0.156 0.070 0.28
C 2.600 -2.011 -0.553 -0.030 0.615 0.202 -0.98
H 3.016 -2.953 -0.937 -0.104 0.169 0.017 0.28
H 3.260 -1.176 -0.810 0.021 -0.214 0.110 0.27
H 2.468 -2.076 0.534 0.169 -0.010 -0.342 0.28
C 0.067 -3.253 -0.894 -0.539 0.374 0.320 -0.98
H -0.908 -3.257 -1.394 0.144 -0.148 0.142 0.27
H 0.660 -4.117 -1.224 -0.071 0.214 -0.020 0.29
H -0.049 -3.288 0.198 -0.086 -0.170 -0.428 0.28
C 1.253 -1.907 -3.109 -0.496 1.163 -0.130 -0.97
H 1.829 -1.042 -3.457 -0.052 -0.226 -0.103 0.28
H 1.801 -2.835 -3.315 -0.107 0.098 0.278 0.30
H 0.281 -1.920 -3.617 0.254 -0.065 -0.040 0.27
C -1.701 -0.519 -0.347 -6.027 -2.324 0.677 0.33
O -2.641 -1.020 0.092 2.354 1.001 -0.468 -0.38
H 1.340 0.877 -1.346 0.292 0.410 -0.658 -0.18
C -1.403 -1.241 3.198 -0.003 -0.158 0.147 -0.89
S 0.345 -1.132 2.778 -3.225 0.776 -1.192 2.31
O 1.073 -0.966 4.024 1.140 -0.118 -0.019 -0.58
O 0.667 -2.355 2.026 0.692 0.928 0.785 -0.73
O 0.418 0.094 1.921 0.754 -1.578 0.693 -0.86
H -1.545 -1.457 4.265 0.292 0.081 -0.287 0.29
H -1.853 -2.055 2.621 0.140 0.258 0.030 0.27
H -1.865 -0.279 2.952 0.112 -0.322 0.101 0.25



2.
39
Properties=species:S:1:pos:R:3:forces:R:3:nbo_charge:R:1 method="wB97M-V/def2-TZVPD" homo_lumo_gap_ha=0.372 spin_multiplicity=1 e_above_lowest_kj_mol=99.4 lumo_energy_ha=0.0252 e_homo_ev=-9.4416 total_charge=0
O -1.321 -2.626 0.144 -0.315 0.074 0.054 -0.92
O 0.539 3.370 -0.525 2.274 -0.128 0.875 -0.91
O 0.168 -0.475 0.601 -0.637 -0.213 0.319 -1.28
O 1.122 0.944 -1.571 0.946 1.772 0.943 -1.26
C -2.280 -3.615 0.494 0.839 -1.202 0.353 -0.25
C -0.726 3.235 -1.040 -0.349 -0.071 0.043 -0.23
C -0.255 -2.453 2.757 -1.177 1.556 -0.066 -1.17
C -2.470 -0.430 1.688 1.300 -0.481 -0.575 -1.16
C 2.382 1.795 1.114 -0.963 0.619 -0.805 -1.14
C 3.103 3.215 -1.455 -1.327 -1.529 -2.925 -1.15
C -1.390 -0.170 -1.806 0.341 0.639 1.013 -1.15
C 1.507 -1.761 -1.423 0.531 1.062 -0.433 -1.16
Si -0.923 -1.512 1.306 -1.432 0.638 0.120 2.14
Si 1.731 2.194 -0.657 0.774 1.850 0.387 2.09
Si 0.329 -0.360 -1.053 -0.318 -1.789 0.058 2.14
H -1.725 -4.585 0.640 -0.705 0.737 -0.241 0.18
H -2.818 -3.430 1.436 0.174 0.275 -0.105 0.17
H -3.031 -3.729 -0.282 0.082 0.037 -0.217 0.19
H -1.099 2.332 -0.556 -1.205 0.265 -0.109 0.16
H -0.608 3.022 -2.111 -0.821 0.385 -0.070 0.17
H -1.283 4.172 -0.783 0.071 -1.043 -0.536 0.19
H 0.661 -2.797 2.386 1.536 -1.094 -0.112 0.24
H -0.072 -1.701 3.503 0.393 0.363 0.606 0.24
H -0.899 -3.184 3.226 -0.029 -0.366 -0.317 0.25
H -2.054 0.550 1.983 -0.633 -0.386 0.456 0.25
H -2.952 -0.269 0.735 -0.125 0.168 -0.446 0.23
H -3.243 -0.889 2.297 0.250 0.322 0.577 0.24
H 3.388 1.418 1.108 0.606 -0.002 -0.103 0.23
H 1.767 1.002 1.482 -0.447 -0.503 0.577 0.25
H 2.295 2.663 1.808 0.085 -0.490 -0.694 0.25
H 3.042 3.305 -2.606 -0.335 -0.054 1.687 0.24
H 2.928 4.181 -1.048 0.493 0.897 0.516 0.25
H 4.052 2.752 -1.331 1.053 0.091 0.681 0.23
H -1.494 0.926 -1.870 -0.155 -0.446 -0.097 0.24
H -1.521 -0.549 -2.797 -0.076 -0.466 -0.559 0.25
H -2.168 -0.534 -1.121 0.246 -0.063 -0.534 0.24
H 1.841 -2.343 -0.569 -0.378 -0.227 -0.029 0.24
H 1.069 -2.323 -2.209 -0.376 -1.254 -0.529 0.24
H 2.411 -1.341 -1.893 -0.190 0.060 0.238 0.24



3.
44
Properties=species:S:1:pos:R:3:forces:R:3:nbo_charge:R:1 method="wB97M-V/def2-TZVPD" homo_lumo_gap_ha="0.093 / 0.312" spin_multiplicity=2 lumo_energy_ha="0.1101 / 0.1070" e_homo_ev="0.4733 / -5.5898" total_charge=-1
Ag -0.017 -0.316 -0.250 0.419 -0.315 -0.356 0.59
O -3.084 2.379 -0.919 -1.664 0.191 -0.660 -0.69
C -1.957 2.297 -0.269 5.913 -0.825 0.720 0.95
O -1.906 2.475 0.964 -1.689 0.250 1.356 -0.84
O -0.871 2.028 -0.877 -1.210 0.047 -1.200 -0.86
H -3.635 2.545 -0.151 -1.138 0.138 -0.005 0.49
C -0.496 -0.072 3.335 -0.143 -0.355 -1.089 -0.25
O -0.709 0.105 1.930 0.133 -0.666 0.900 -0.81
H -1.458 -0.194 3.834 -0.030 0.343 0.277 0.16
H 0.028 -1.021 3.448 0.234 0.154 0.059 0.18
H 0.099 0.756 3.721 -0.071 -0.088 0.319 0.17
H -1.054 0.984 1.755 -0.533 0.991 -0.190 0.52
C 2.234 -0.100 -3.077 -1.386 1.146 -1.544 -0.33
O 0.806 0.117 -2.803 1.100 -1.107 0.833 -0.77
H 2.594 0.766 -3.632 0.258 0.358 0.243 0.15
H 2.859 -0.228 -2.193 -0.630 -0.130 0.196 0.18
H 2.361 -0.901 -3.805 -0.065 -0.519 0.436 0.16
H 0.336 0.701 -3.403 0.649 0.231 -0.132 0.48
C 1.610 -3.539 0.353 -1.112 0.539 -1.747 -0.45
O 1.544 -2.307 -0.426 0.166 -0.613 0.606 -0.86
H 2.103 -3.442 1.320 -0.316 0.077 0.007 0.17
H 0.544 -3.760 0.313 -0.090 -0.465 1.151 0.17
H 2.049 -4.330 -0.255 0.534 0.010 0.125 0.16
H 2.435 -1.952 -0.450 0.802 0.448 -0.140 0.41
C -3.727 -1.751 -0.056 0.868 1.353 -1.388 -0.10
C -2.840 -2.098 -1.233 0.380 -0.334 -0.097 -0.11
O -1.900 -1.011 -1.529 -1.509 -1.299 0.340 -0.76
O -4.681 -0.750 -0.445 -0.383 -0.697 0.694 -0.73
H -3.002 -1.323 0.636 -0.194 0.101 0.586 0.19
H -4.169 -2.644 0.385 -0.403 0.178 -0.167 0.17
H -3.366 -2.338 -2.157 -0.471 0.173 0.037 0.16
H -2.368 -3.042 -0.961 0.826 0.114 -0.025 0.18
H -1.849 -0.982 -2.487 0.454 0.239 -0.111 0.49
H -4.394 -0.370 -1.279 0.249 0.149 0.062 0.48
C 3.126 2.326 1.786 -0.318 -0.058 -1.127 -0.11
C 2.815 2.157 0.276 1.579 -0.649 0.816 -0.09
O 1.666 1.425 -0.037 0.060 0.263 0.618 -0.76
O 2.300 3.362 2.232 -0.375 0.977 1.372 -0.75
H 4.143 2.648 2.009 0.218 0.386 -0.665 0.16
H 3.115 1.383 2.333 -0.888 -0.227 0.026 0.17
H 3.675 1.625 -0.130 0.125 0.203 -0.572 0.16
H 2.613 3.138 -0.155 1.016 0.278 0.039 0.17
H 1.025 2.135 -0.120 -1.390 -0.482 -0.391 0.51
H 1.403 3.118 2.470 0.025 -0.510 -0.212 0.48



4.
40
Properties=species:S:1:pos:R:3:forces:R:3:nbo_charge:R:1 method="wB97M-V/def2-TZVPD" homo_lumo_gap_ha=0.332 spin_multiplicity=1 lumo_energy_ha=0.0279 e_homo_ev=-8.2632 total_charge=0
C 4.137 -0.584 4.408 0.100 -0.028 0.211 -0.91
P 3.439 0.944 3.665 -0.407 -0.203 -0.970 0.29
C 4.752 2.218 3.713 0.208 0.212 0.369 -0.91
Si 1.776 1.704 4.909 0.004 0.325 0.734 1.16
O 0.315 1.240 4.300 0.315 -0.176 -0.314 -1.24
Si 0.059 0.669 2.769 -0.303 0.024 -0.070 1.21
H 3.885 -1.437 3.781 -0.012 -0.017 0.009 0.24
H 5.223 -0.491 4.428 0.009 -0.034 0.018 0.24
H 3.789 -0.779 5.421 0.026 0.020 0.055 0.23
H 5.429 2.114 4.562 -0.010 -0.019 0.025 0.22
H 4.298 3.207 3.775 -0.036 0.004 -0.060 0.24
H 5.330 2.174 2.793 0.026 -0.035 -0.005 0.23
H 1.786 1.259 6.323 0.035 0.030 -0.003 -0.20
H 1.854 3.181 4.825 0.064 0.012 0.027 -0.20
H 0.717 -0.644 2.604 -0.056 -0.028 -0.048 -0.20
H -1.404 0.551 2.619 0.011 -0.086 -0.030 -0.20
H 0.568 1.611 1.750 0.012 -0.013 -0.003 -0.20
C -2.987 -2.913 -5.119 0.048 0.032 -0.072 -0.25
O -2.527 -1.727 -4.517 -0.037 -0.068 0.171 -0.55
C -3.563 -0.784 -4.314 0.065 -0.020 -0.115 -0.09
C -3.192 0.202 -3.231 -0.019 0.115 -0.023 -0.09
O -3.331 -0.306 -1.916 -0.027 0.001 0.013 -0.54
C -2.315 -1.177 -1.449 -0.021 -0.104 0.067 -0.09
C -1.039 -0.475 -1.050 0.188 -0.028 -0.009 -0.09
O -0.262 -0.143 -2.185 -0.147 0.152 -0.046 -0.55
C 0.673 0.873 -1.909 0.067 -0.071 -0.016 -0.25
H -3.415 -2.722 -6.111 -0.018 -0.011 0.010 0.16
H -2.133 -3.578 -5.226 0.010 0.002 -0.014 0.19
H -3.744 -3.405 -4.497 -0.020 0.011 -0.021 0.16
H -4.491 -1.295 -4.031 -0.010 0.014 0.011 0.17
H -3.739 -0.232 -5.249 -0.085 -0.021 0.013 0.17
H -3.902 1.030 -3.290 0.015 0.019 0.009 0.19
H -2.189 0.600 -3.403 0.023 -0.087 -0.025 0.20
H -2.104 -1.969 -2.171 0.059 0.057 -0.036 0.20
H -2.730 -1.636 -0.549 -0.013 -0.013 -0.009 0.19
H -0.451 -1.142 -0.401 -0.060 0.045 0.091 0.17
H -1.290 0.432 -0.484 -0.023 -0.018 0.018 0.17
H 0.174 1.793 -1.581 0.011 -0.008 0.028 0.17
H 1.217 1.075 -2.829 0.014 -0.012 -0.003 0.19
H 1.386 0.564 -1.134 -0.011 0.023 0.012 0.17



5.
43
Properties=species:S:1:pos:R:3:forces:R:3:nbo_charge:R:1 method="wB97M-V/def2-TZVPD" homo_lumo_gap_ha="0.250 / 0.229" spin_multiplicity=9 e_above_lowest_kj_mol=190.5 lumo_energy_ha="-0.1677 / -0.1850" e_homo_ev="-11.3711 / -11.2713" total_charge=+1
Fe 0.378 0.477 -0.946 -0.465 0.855 0.509 1.56
Fe -2.199 -0.938 1.407 1.277 2.039 -2.115 1.66
O -2.698 -1.358 -0.528 -0.727 0.153 1.495 -1.27
H -3.527 -1.224 -1.027 0.301 -0.510 0.815 0.50
O -0.647 0.282 0.841 -0.609 -0.769 1.057 -1.29
H -0.322 1.062 1.331 -0.377 -0.646 -0.209 0.49
Br 0.845 3.066 -0.555 -0.164 -1.363 -0.190 -0.77
C 4.262 -0.128 -1.420 0.281 -1.195 -0.244 -0.64
C 3.608 0.062 -0.060 1.503 2.107 -2.017 -0.09
O 2.225 -0.250 -0.125 -0.321 -0.779 0.787 -0.78
H 5.344 -0.123 -1.288 0.031 0.214 -0.089 0.23
H 3.997 0.571 -2.213 -0.151 0.443 0.478 0.23
H 4.026 -1.101 -1.851 -0.006 -0.289 0.178 0.21
H 3.717 1.136 0.085 -0.241 0.075 0.735 0.20
H 4.151 -0.459 0.729 -0.435 -0.296 -0.043 0.19
H 2.126 -0.743 0.693 -1.012 -0.205 -0.021 0.50
C 1.425 -3.391 -0.469 -0.517 -0.723 -0.685 -0.63
C -0.030 -3.137 -0.854 2.266 -0.500 -0.092 -0.07
O -0.220 -1.765 -1.189 0.235 -0.247 0.498 -0.81
H 1.505 -4.475 -0.556 0.438 -0.109 0.080 0.23
H 1.692 -3.156 0.561 -0.005 0.416 -0.135 0.19
H 2.067 -2.947 -1.230 0.250 0.072 0.349 0.22
H -0.597 -3.546 -0.018 -0.823 0.575 -0.051 0.16
H -0.217 -3.729 -1.751 -0.309 -0.058 0.060 0.19
H -1.179 -1.729 -1.150 -1.087 0.828 -0.261 0.51
C -0.564 1.926 3.685 -0.028 -1.653 2.050 -0.63
C -1.755 1.149 4.343 1.531 5.361 1.213 -0.05
O -2.177 0.158 3.592 -2.070 -5.928 -4.046 -0.77
H -0.624 2.184 2.628 -0.519 0.346 0.422 0.22
H 0.255 1.225 3.846 0.481 0.119 -0.478 0.21
H -0.329 2.755 4.353 -0.107 0.318 -0.481 0.24
H -2.618 1.811 4.402 0.154 0.631 0.779 0.17
H -1.544 0.680 5.304 0.679 0.983 0.441 0.17
H -2.720 -0.323 4.221 -0.449 -0.712 -0.502 0.50
C -1.538 2.323 -3.482 0.211 0.444 -0.550 -0.64
C -2.353 1.781 -2.353 -0.416 -0.186 -0.042 -0.06
O -1.641 0.704 -1.756 1.319 -0.228 -0.506 -0.82
H -1.968 3.232 -3.902 0.092 0.204 0.302 0.23
H -1.536 1.631 -4.325 0.043 -0.298 0.146 0.21
H -0.505 2.494 -3.181 -0.076 0.260 0.037 0.23
H -3.270 1.380 -2.787 -0.261 -0.020 0.187 0.17
H -2.611 2.437 -1.522 0.111 0.595 -0.417 0.19
H -2.232 -0.002 -1.485 -0.030 -0.323 0.556 0.51